C46H53FN5O2S2SiY | wB97M-V/def2-TZVPD

Results
2S+1 ... 1
Total charge ... -2
LUMO ... 3.97 eV
HOMO-LUMO gap ... 5.96 eV
HOMO level ... -1.99 eV
Maximum force ... 0.47 eV/A

Cartesian coordinates (Å):
C1 4.95342 -4.34601 1.46447
C2 0.79508 -1.71589 1.87099
N1 4.86180 -1.45059 -4.17784
C3 -1.96570 4.34781 1.67981
H1 -2.05209 5.42304 1.78897
S1 0.79325 -3.01446 -1.40603
C4 -0.81604 2.45664 0.64457
C5 -2.51268 -1.09445 -3.97924
H2 1.33423 1.52974 1.84722
H3 -0.36298 -0.64431 -4.05077
H4 -1.61113 3.03971 -1.75152
H5 -3.12220 -3.17235 -4.26616
H6 -3.29418 -2.16031 -5.70116
H7 2.64646 4.05431 2.96826
H8 -5.61765 -1.68512 -2.29747
C6 2.62924 -3.93568 -3.14998
H9 -3.88844 -3.24534 -1.90593
H10 -0.73174 -2.35753 -3.96228
H11 3.68106 -1.42207 2.59774
C7 -4.12627 1.30238 -1.41898
H12 -2.15379 -3.54126 -2.11035
N2 0.09459 1.84053 -0.16541
H13 -3.61378 3.92300 3.00179
C8 3.95222 -1.52752 -3.47306
O1 1.41883 -0.73212 1.44244
C9 1.30494 -2.63889 2.98820
H14 -0.06850 -4.06108 3.85714
H15 -3.97080 1.71495 -2.41771
F1 -1.52057 0.30582 1.28810
H16 3.04753 -3.03641 5.06771
H17 2.45477 4.70608 -2.91980
H18 1.20048 1.65032 -3.83140
H19 3.67787 0.81207 1.34940
C10 -1.16300 3.76508 -2.42667
H20 -5.03616 1.76029 -1.00530
H21 3.85344 -6.17966 1.30948
C11 0.71995 -0.03145 5.69598
H22 -5.34028 -0.13623 0.44611
H23 -3.98788 0.43980 -4.46465
H24 0.59416 4.09608 -3.56262
H25 4.23629 5.00816 -1.24288
C12 -4.25000 -0.22150 -1.43277
C13 2.14418 2.25747 1.84854
H26 3.30382 0.91169 3.07565
H27 5.75866 -2.36620 1.68065
H28 0.90705 3.78947 2.77934
C14 -1.71036 1.67343 1.39264
C15 0.20414 2.01929 -3.59761
H29 -0.30872 1.25483 -3.00351
C16 -1.06847 -1.40979 -4.38611
H30 1.76802 -5.21599 2.20942
H31 -0.36507 2.13333 -4.52228
C17 3.43320 1.49638 2.16096
C18 2.19769 2.90168 0.47299
H32 -0.98478 -1.47888 -5.47983
C19 -4.49573 -0.68759 0.00857
H33 3.21393 -1.77190 7.17506
C20 3.73204 -2.47308 2.34805
H34 -6.39392 -0.19061 -1.76501
C21 -0.97565 3.84409 0.84797
H35 0.07814 0.82597 5.85170
H36 -2.77919 -3.12152 -0.53038
C22 3.38471 4.37396 -1.02679
C23 1.28163 3.38225 -1.72894
C24 0.61649 -0.75580 4.51996
N3 -0.38352 -2.08972 1.40167
C25 2.65767 -4.60734 2.13438
C26 0.24552 3.34446 -2.84411
C27 3.83155 -5.14275 1.61928
C28 4.89854 -3.00672 1.82788
C29 -3.40080 -2.17522 -4.60693
H37 -5.45805 -0.21471 -3.25971
N4 0.19352 -3.56240 3.02326
C30 1.65316 -0.39399 6.65835
H38 -4.45512 -2.02931 -4.37921
C31 3.27555 3.73159 0.19017
C32 1.45006 -1.84793 4.28234
H39 -4.73244 -1.75137 0.04980
Si1 -2.56215 -1.06563 -2.00965
C33 1.19322 2.69601 -0.50009
H40 4.04494 3.86886 0.94110
C34 -2.83925 3.51748 2.36523
N5 2.98511 -4.88107 -3.70600
H41 -3.28809 1.62395 -0.79691
S2 2.40184 -0.11315 -1.79646
C35 2.38600 4.19646 -1.96506
C36 2.38144 -2.20277 5.24964
C37 2.47889 -1.48395 6.43376
C38 -2.88977 -2.91731 -1.59756
C39 1.86274 3.29157 2.94261
H42 -3.33040 1.42682 2.73183
H43 -0.10686 -0.45648 3.77125
H44 -2.69614 0.27289 -5.65666
C40 2.16029 -2.78212 -2.44801
Y1 0.01914 -0.51509 -0.54204
H45 1.83636 2.80694 3.92261
C41 -5.49085 -0.60207 -2.24043
O2 -1.88689 -3.74268 2.06856
H46 -2.38945 1.08416 -4.11757
H47 1.74126 0.17839 7.57306
C42 -2.91776 0.25263 -4.58017
C43 2.60249 -3.27304 2.50812
H48 5.85895 -4.75754 1.03705
H49 -0.30530 4.52450 0.33932
C44 -2.69613 2.13810 2.21942
C45 -0.81604 -3.18506 2.13279
H50 -1.80129 3.82870 -3.31223
H51 -3.62603 -0.52695 0.64449
H52 -1.16357 4.74018 -1.93541
H53 4.27411 2.17917 2.31459
C46 2.81802 -1.59452 -2.60779